Entry 1:
Formula: C25H24GaINOSi
Source: the OMol25 dataset
Level of theory: the ωB97M-V functional and the def2-TZVPD basis

The geometry in XYZ format:
```
54
C25H24GaINOSi | the OMol25 dataset | the ωB97M-V functional and the def2-TZVPD basis
Ga 0.386 0.504 0.383
I 2.658 -0.693 -0.747
C 2.084 -2.287 0.536
C 2.683 -3.469 0.310
C 2.338 -4.546 1.128
C 1.420 -4.442 2.071
C 0.728 -3.237 2.313
C -0.230 -3.099 3.346
C -0.800 -1.844 3.584
C -0.499 -0.739 2.791
C 0.387 -0.834 1.743
C 1.106 -2.043 1.565
H 3.316 -3.640 -0.540
H 2.861 -5.498 1.041
H 1.152 -5.282 2.657
H -0.648 -3.908 3.974
H -1.530 -1.783 4.321
H -0.958 0.191 3.025
C 2.240 2.811 1.605
Si 1.035 3.622 0.496
C -0.169 4.551 1.515
C 1.959 4.474 -0.865
N 0.229 2.198 -0.206
C -0.814 2.270 -1.131
C -1.350 3.443 -1.645
C -2.414 3.498 -2.503
C -3.008 2.318 -2.933
C -2.549 1.097 -2.418
C -1.476 1.123 -1.598
O -0.971 -0.058 -0.998
C -1.086 -1.370 -1.458
C -1.699 -2.281 -0.597
C -1.555 -3.621 -0.869
C -0.936 -4.028 -2.063
C -0.431 -3.083 -2.959
C -0.552 -1.745 -2.678
H 2.741 3.423 2.306
H 2.987 2.203 1.065
H 1.717 2.099 2.324
H 0.467 5.146 2.206
H -0.817 3.963 2.188
H -0.866 5.257 0.993
H 2.666 5.265 -0.623
H 1.260 4.822 -1.658
H 2.608 3.627 -1.200
H -0.846 4.357 -1.351
H -2.791 4.438 -2.895
H -3.906 2.369 -3.554
H -3.077 0.177 -2.630
H -2.211 -1.918 0.319
H -1.968 -4.383 -0.228
H -0.840 -5.078 -2.302
H 0.045 -3.377 -3.882
H -0.076 -0.961 -3.274
```

As for the total charge: +1. As for the frontier orbital gap: 8.02 eV. The energy above the lowest of the compared OMol25 structures with the same formula, charge and spin comes out at 18.3 kcal/mol. The LUMO energy comes out at -2.93 eV.

Mulliken population analysis, charges in e, atoms 1 to 4:
1 Ga -0.29
2 I 0.01
3 C 0.28
4 C -0.75

Entry 2:
Formula: C25H24HfN8PS3Se
Source: the OMol25 dataset
Level of theory: the ωB97M-V functional and the def2-TZVPD basis

The geometry in XYZ format:
```
63
C25H24HfN8PS3Se | the OMol25 dataset | the ωB97M-V functional and the def2-TZVPD basis
Hf -15.972 1.494 11.195
C -13.351 2.075 15.769
N -13.623 1.499 14.465
C -12.538 1.041 13.749
C -12.837 1.242 12.453
N -14.117 1.862 12.393
C -14.550 1.951 13.635
P -16.156 2.540 14.239
C -16.614 3.767 13.031
N -16.354 3.666 11.699
C -17.258 4.495 11.075
C -18.085 5.056 11.934
N -17.657 4.571 13.215
C -18.155 4.733 14.551
C -17.470 -0.568 12.387
N -17.893 0.696 12.031
C -19.202 0.752 12.297
C -19.601 -0.463 12.842
N -18.469 -1.300 12.843
C -18.417 -2.638 13.358
H -12.906 2.991 15.649
H -12.591 1.442 16.246
H -14.207 2.300 16.378
H -11.723 0.481 14.161
H -12.447 0.983 11.478
H -17.357 4.572 10.018
H -18.924 5.769 11.812
H -18.926 5.695 14.507
H -17.433 4.997 15.176
H -18.697 3.989 14.796
H -19.792 1.632 12.020
H -20.583 -0.857 13.085
H -19.464 -2.876 13.478
H -17.819 -2.694 14.246
H -18.015 -3.272 12.591
S -17.049 1.795 8.897
C -18.474 0.770 8.993
C -19.714 1.325 8.589
C -20.845 0.585 8.451
C -20.741 -0.795 8.837
C -19.557 -1.334 9.298
C -18.431 -0.577 9.332
H -19.572 2.378 8.298
H -21.757 1.071 8.220
H -21.563 -1.509 8.639
H -19.690 -2.291 9.691
H -17.445 -0.930 9.740
Se -15.556 -0.656 6.141
N -15.958 -1.659 7.569
C -14.929 -2.462 7.791
C -14.850 -3.366 8.811
C -13.844 -4.258 8.920
C -12.730 -4.150 7.998
C -12.645 -3.194 7.000
C -13.837 -2.387 6.793
N -13.878 -1.454 5.874
H -15.797 -3.488 9.349
H -13.756 -4.988 9.682
H -11.866 -4.730 8.161
H -11.761 -3.077 6.386
S -15.828 -0.972 12.184
S -13.232 0.742 8.690
C -14.348 1.131 9.648
```

As for the total charge: 0. As for the frontier orbital gap (spin up / spin down): 5.45 / 6.76 eV. The energy above the lowest of the compared OMol25 structures with the same formula, charge and spin comes out at 74.6 kcal/mol. As for the spin multiplicity: 2. The LUMO energy (spin up / spin down) comes out at -0.34 / -0.34 eV.

Mulliken population analysis, charges in e, atoms 1 to 4:
1 Hf 0.53
2 C -1.09
3 N 0.17
4 C -0.50

Entry 3:
Formula: C25H24N2O5
Source: the OMol25 dataset
Level of theory: the ωB97M-V functional and the def2-TZVPD basis

The geometry in XYZ format:
```
56
C25H24N2O5 | the OMol25 dataset | the ωB97M-V functional and the def2-TZVPD basis
C 5.446 -3.713 -0.991
C 4.306 -4.465 -0.316
C 3.372 -3.519 0.434
O 2.713 -2.710 -0.522
C 1.834 -1.771 -0.098
C 1.504 -1.521 1.231
C 0.582 -0.537 1.542
C -0.032 0.208 0.548
C 0.307 -0.037 -0.779
C 1.225 -1.011 -1.100
H 1.493 -1.209 -2.126
H -0.162 0.538 -1.565
C -1.028 1.291 0.891
N -0.350 2.517 1.285
C -0.719 2.946 2.504
O -0.356 3.944 3.101
C -1.693 1.947 3.023
C -1.889 0.980 2.093
C -2.729 -0.207 2.273
O -3.234 -0.479 3.349
C -2.929 -1.094 1.127
C -3.508 -2.343 1.128
C -3.457 -2.807 -0.198
C -2.859 -1.815 -0.930
O -2.543 -0.779 -0.136
C -2.517 -1.731 -2.372
H -1.437 -1.797 -2.504
H -2.849 -0.781 -2.786
H -2.990 -2.545 -2.913
H -3.814 -3.746 -0.568
H -3.907 -2.844 1.986
O -2.215 2.124 4.226
H -1.839 2.946 4.592
C 0.575 3.204 0.419
C -0.117 3.716 -0.816
C -1.229 4.545 -0.713
C -1.859 4.973 -1.869
C -1.352 4.549 -3.089
N -0.295 3.765 -3.199
C 0.305 3.362 -2.093
H 1.170 2.726 -2.233
H -1.810 4.849 -4.022
H -2.722 5.619 -1.825
H -1.588 4.846 0.261
H 0.977 4.039 1.003
H 1.392 2.530 0.143
H -1.648 1.494 0.008
H 0.332 -0.357 2.577
H 1.953 -2.087 2.031
H 3.950 -2.891 1.126
H 2.635 -4.095 1.010
H 3.723 -4.999 -1.068
H 4.702 -5.193 0.393
H 6.062 -3.208 -0.250
H 6.075 -4.400 -1.551
H 5.047 -2.969 -1.674
```

As for the total charge: 0. As for the frontier orbital gap: 8.42 eV. The energy above the lowest of the compared OMol25 structures with the same formula, charge and spin comes out at 54.0 kcal/mol. The LUMO energy comes out at -0.18 eV.

Mulliken population analysis, charges in e, atoms 1 to 4:
1 C -1.14
2 C -0.61
3 C -0.64
4 O -0.35

Entry 4:
Formula: C25H25AsCsN3O6S2
Source: the OMol25 dataset
Level of theory: the ωB97M-V functional and the def2-TZVPD basis

The geometry in XYZ format:
```
63
C25H25AsCsN3O6S2 | the OMol25 dataset | the ωB97M-V functional and the def2-TZVPD basis
Cs 1.095 -0.763 1.022
O 1.448 -2.420 5.722
As 1.854 -2.297 3.961
O 1.461 -3.697 3.230
O 1.101 -0.883 3.515
C 3.812 -2.078 4.251
C 4.284 -2.589 5.455
C 5.627 -2.520 5.807
C 6.530 -1.918 4.949
C 6.077 -1.405 3.742
C 4.739 -1.484 3.388
S 4.267 -0.866 1.754
O 3.600 0.409 2.002
O 3.337 -1.915 1.345
O 5.487 -0.780 0.971
H 0.675 -1.854 5.836
H 3.584 -3.044 6.143
H 5.957 -2.940 6.751
H 7.582 -1.857 5.206
H 6.762 -0.957 3.034
C 0.868 -0.144 -3.863
N 0.534 -1.125 -2.872
C 1.623 -2.040 -2.637
C -0.716 -1.801 -3.187
C -1.241 -2.732 -2.104
C -1.791 -3.941 -2.534
C -2.295 -4.857 -1.617
C -2.199 -4.550 -0.265
C -1.635 -3.339 0.114
C -1.141 -2.342 -0.750
H 1.080 -0.587 -4.862
H 1.758 0.412 -3.559
H 0.044 0.564 -3.985
H 1.925 -2.576 -3.561
H 1.324 -2.776 -1.894
H 2.501 -1.512 -2.258
H -0.601 -2.370 -4.137
H -1.454 -1.014 -3.386
H -1.816 -4.180 -3.596
H -2.719 -5.799 -1.951
H -2.539 -5.262 0.481
H -1.553 -3.170 1.189
S -3.440 5.571 0.204
C -2.358 4.170 -0.024
C -1.181 4.294 -0.754
C -0.369 3.177 -0.872
N -0.656 2.005 -0.319
C -1.776 1.895 0.381
C -2.663 2.950 0.561
C -4.346 5.496 -1.325
C -4.022 6.340 -2.382
C -4.785 6.280 -3.536
N -5.817 5.458 -3.703
C -6.113 4.650 -2.686
C -5.424 4.631 -1.487
H -0.902 5.234 -1.211
H 0.560 3.229 -1.430
H -1.977 0.913 0.797
H -3.563 2.818 1.145
H -3.193 7.029 -2.305
H -4.546 6.930 -4.371
H -6.951 3.977 -2.833
H -5.715 3.952 -0.698
```

As for the total charge: -2. As for the frontier orbital gap: 3.98 eV. The energy above the lowest of the compared OMol25 structures with the same formula, charge and spin comes out at 54.3 kcal/mol. The LUMO energy comes out at 3.15 eV.

Mulliken population analysis, charges in e, atoms 1 to 4:
1 Cs 1.27
2 O -0.66
3 As 1.07
4 O -0.78

Entry 5:
Formula: C25H25Br2Cl3MnN6O2SSi
Source: the OMol25 dataset
Level of theory: the ωB97M-V functional and the def2-TZVPD basis

The geometry in XYZ format:
```
66
C25H25Br2Cl3MnN6O2SSi | the OMol25 dataset | the ωB97M-V functional and the def2-TZVPD basis
Mn 0.809 -1.545 1.199
C -0.411 -4.067 -0.825
C -0.811 -4.309 0.595
C -1.661 -5.368 0.947
C -1.991 -5.579 2.260
C -1.469 -4.729 3.252
C -1.710 -4.852 4.634
Br -2.825 -6.257 5.284
C -1.170 -3.967 5.538
C -0.394 -2.909 5.094
Br 0.281 -1.655 6.343
C -0.109 -2.690 3.734
O 0.571 -1.704 3.303
C -0.652 -3.658 2.812
N -0.341 -3.468 1.505
H -0.269 -5.002 -1.362
H 0.520 -3.483 -0.843
H -1.187 -3.502 -1.343
H -2.063 -6.003 0.175
H -2.650 -6.385 2.543
H -1.360 -4.090 6.593
Cl 4.368 -0.448 2.341
Si 3.204 -1.501 0.892
Cl 3.936 -0.365 -0.812
Cl 4.432 -3.204 0.597
O 0.081 -0.901 -0.892
S -0.164 0.038 -2.029
C 0.551 -0.750 -3.528
C 1.112 0.408 -4.320
C 1.947 1.227 -3.338
C 1.214 1.256 -2.000
H -0.225 -1.301 -4.051
H 1.334 -1.424 -3.188
H 0.297 1.019 -4.712
H 1.714 0.060 -5.158
H 2.102 2.237 -3.719
H 2.919 0.759 -3.188
H 0.772 2.227 -1.801
H 1.856 0.956 -1.170
C 1.540 2.160 1.695
C 0.144 1.717 1.486
N -0.258 0.466 1.505
C -1.617 0.482 1.376
C -2.042 1.766 1.251
N -0.918 2.553 1.321
C -0.881 3.983 1.173
N -0.266 4.377 -0.062
N 0.860 5.118 -0.064
N 1.226 5.374 -1.241
C 0.352 4.802 -2.119
C 0.313 4.767 -3.514
C -0.709 4.053 -4.094
C -1.680 3.394 -3.328
C -1.670 3.420 -1.951
C -0.641 4.137 -1.354
H 2.174 1.275 1.746
H 1.621 2.687 2.647
H 1.892 2.821 0.904
H -2.187 -0.427 1.386
H -3.026 2.178 1.159
H -0.286 4.439 1.973
H -1.910 4.364 1.211
H 1.062 5.281 -4.094
H -0.775 3.993 -5.170
H -2.461 2.847 -3.832
H -2.415 2.901 -1.370
```

As for the total charge: 0. As for the frontier orbital gap (spin up / spin down): 6.84 / 6.91 eV. As for the spin multiplicity: 6. The LUMO energy (spin up / spin down) comes out at -0.31 / -0.31 eV.

Mulliken population analysis, charges in e, atoms 1 to 4:
1 Mn 1.47
2 C -1.18
3 C 0.79
4 C -0.93

Entry 6:
Formula: C25H25F2NO2
Source: the OMol25 dataset
Level of theory: the ωB97M-V functional and the def2-TZVPD basis

The geometry in XYZ format:
```
55
C25H25F2NO2 | the OMol25 dataset | the ωB97M-V functional and the def2-TZVPD basis
O 1.634 1.128 -0.439
C 0.742 1.679 -1.379
C -0.686 1.711 -0.810
O -0.619 2.138 0.540
C -1.550 1.501 1.400
C -1.231 0.022 1.528
C -0.029 -0.363 2.111
C 0.324 -1.697 2.182
C -0.545 -2.641 1.663
C -1.750 -2.287 1.086
C -2.085 -0.947 1.019
H -3.021 -0.655 0.565
H -2.403 -3.050 0.693
F -0.206 -3.945 1.722
H 1.255 -2.010 2.626
H 0.632 0.390 2.513
C -1.505 2.154 2.763
C -0.596 3.159 3.057
C -0.559 3.726 4.319
C -1.443 3.271 5.279
C -2.359 2.270 5.011
C -2.384 1.714 3.747
H -3.090 0.929 3.520
H -3.035 1.939 5.784
F -1.413 3.818 6.513
H 0.141 4.510 4.562
H 0.079 3.501 2.289
H -2.566 1.617 0.984
H -1.109 0.705 -0.883
H -1.308 2.402 -1.392
C 0.792 0.884 -2.690
N 0.052 -0.366 -2.628
C -0.156 -0.949 -3.942
C 1.068 -1.614 -4.527
C 1.173 -1.801 -5.899
C 2.276 -2.429 -6.445
C 3.292 -2.875 -5.615
C 3.194 -2.690 -4.250
C 2.085 -2.065 -3.690
C 2.014 -1.855 -2.203
C 0.631 -1.373 -1.752
H -0.069 -2.214 -1.735
H 0.702 -0.967 -0.743
H 2.764 -1.114 -1.910
H 2.261 -2.784 -1.684
H 3.984 -3.036 -3.599
H 4.159 -3.365 -6.034
H 2.346 -2.567 -7.514
H 0.378 -1.448 -6.541
H -0.950 -1.701 -3.840
H -0.524 -0.175 -4.620
H 0.323 1.498 -3.464
H 1.849 0.748 -2.957
H 1.061 2.713 -1.597
H 1.337 1.443 0.427
```

As for the total charge: 0. As for the frontier orbital gap: 9.15 eV. The energy above the lowest of the compared OMol25 structures with the same formula, charge and spin comes out at 0.0 kcal/mol. The LUMO energy comes out at 0.69 eV.

Mulliken population analysis, charges in e, atoms 1 to 4:
1 O -0.62
2 C 0.07
3 C -0.59
4 O -0.31

Q: Number 1 is which compound?
A: C25H24GaINOSi

Q: The lowest total charge belongs to which entry?
A: C25H25AsCsN3O6S2

Q: Which of these has the highest total charge?
A: C25H24GaINOSi

Q: Among the records above, which one has the highest total charge?
A: C25H24GaINOSi